12
Properties=species:S:1:pos:R:3:nbo_charge:R:1 method="wB97M-V/def2-TZVPD" fmax_ev_per_a=0.504 lumo_ha=-0.04743 orbital_gap_ev=6.34 homo_energy_ev=-7.63
N 0.72 1.48 0.92 -0.4389
C 0.26 0.52 0.22 0.1232
C 1.07 -0.23 -0.81 0.0907
N 0.26 -1.10 -1.32 -0.4194
C -1.07 -1.01 -0.68 -0.2281
C -1.13 -0.05 0.25 -0.2661
H 1.71 1.64 0.73 0.3240
H -1.28 1.36 2.83 -0.0616
H 2.09 -0.09 -1.15 0.2152
H 0.52 -1.75 -2.05 0.4199
H -1.79 -1.73 -1.04 0.2065
H -1.48 0.98 2.22 0.0345

12
Properties=species:S:1:pos:R:3:nbo_charge:R:1 method="wB97M-V/def2-TZVPD" fmax_ev_per_a=2.518 lumo_ha="-0.03725 / -0.02507" orbital_gap_ev="7.50 / 8.23" homo_energy_ev="-8.51 / -8.91"
C 1.09 -1.36 0.34 -0.0307
C -0.44 -0.63 -0.29 -0.0660
C -0.21 0.80 0.40 -0.1789
C 0.07 1.92 -0.31 -0.3945
N 1.53 -0.30 0.76 -0.2131
N -1.66 -1.09 -0.05 -0.5234
H -1.69 -2.11 -0.04 0.3322
H 1.55 -2.34 0.30 0.2369
H -0.07 -0.52 -1.32 0.2353
H -0.75 0.90 1.33 0.2157
H -0.08 2.91 0.10 0.2035
H 0.65 1.84 -1.22 0.1830

12
Properties=species:S:1:pos:R:3:nbo_charge:R:1 method="wB97M-V/def2-TZVPD" fmax_ev_per_a=1.074 lumo_ha=0.02374 orbital_gap_ev=9.58 homo_energy_ev=-8.93
N 3.20 0.11 -0.14 -0.2889
C 2.06 -0.04 0.04 0.2569
C 0.63 -0.21 0.26 -0.1651
C -0.30 1.03 0.13 -0.4923
C -1.10 0.21 -0.91 0.1157
N -0.15 -0.73 -0.85 -0.5615
H 0.45 -0.77 1.19 0.2341
H -0.77 1.38 1.05 0.2358
H 0.17 1.87 -0.39 0.2428
H -2.41 -0.34 -0.04 0.0533
H -2.31 -0.54 0.71 -0.0357
H -0.15 -1.66 -1.25 0.4051

12
Properties=species:S:1:pos:R:3:nbo_charge:R:1 method="wB97M-V/def2-TZVPD" fmax_ev_per_a=6.286 lumo_ha="-0.15551 / -0.31867" multiplicity=2 orbital_gap_ev="11.90 / 7.31" total_charge=+1 homo_energy_ev="-16.13 / -15.98"
C -0.30 0.59 2.10 -0.6811
C -0.07 0.18 0.67 0.2326
C 0.76 -0.75 0.18 0.1832
N 0.65 -0.74 -1.31 -0.5699
C -0.33 0.12 -1.52 0.3733
N -0.83 0.74 -0.44 -0.3568
H 0.03 -0.29 2.85 0.2578
H 0.26 1.54 2.24 0.2884
H -1.37 0.60 2.29 0.2848
H 1.59 -1.26 0.63 0.2529
H 1.33 -1.30 -1.95 0.4906
H -1.00 -0.06 -2.31 0.2441

13
Properties=species:S:1:pos:R:3:nbo_charge:R:1 method="wB97M-V/def2-TZVPD" fmax_ev_per_a=2.684 lumo_ha=0.03938 orbital_gap_ev=10.62 smiles="N#[N+][O-].C=C1CC1" homo_energy_ev=-9.55
C 1.30 0.64 0.60 -0.4606
C 0.18 0.08 1.53 -0.4666
C 0.10 -1.36 -0.74 -0.4092
C 0.52 -0.52 0.18 0.0182
N -1.78 0.78 -1.49 0.4399
N -2.36 0.94 -0.55 -0.0996
O -1.11 0.59 -2.41 -0.3367
H 0.99 1.66 0.13 0.2183
H 2.37 0.44 0.70 0.2351
H 0.65 -0.51 2.34 0.2142
H -0.72 0.68 1.85 0.2416
H -0.53 -2.11 -0.39 0.2001
H 0.38 -1.31 -1.73 0.2051

13
Properties=species:S:1:pos:R:3:nbo_charge:R:1 method="wB97M-V/def2-TZVPD" fmax_ev_per_a=3.006 lumo_ha=0.03195 orbital_gap_ev=8.71 smiles="NC1=CNC(=O)C1" homo_energy_ev=-7.84
N -1.99 0.75 -0.29 -0.8001
C -0.74 0.15 -0.10 0.1394
C -0.38 -1.13 -0.33 -0.1210
N 1.03 -1.26 -0.22 -0.6064
C 1.59 -0.08 0.15 0.6719
O 2.71 0.16 0.60 -0.6304
C 0.51 0.95 0.19 -0.5912
H -2.75 0.08 -0.38 0.3754
H -2.22 1.43 0.42 0.3764
H -0.98 -1.98 -0.63 0.2134
H 1.51 -2.14 -0.08 0.4129
H 1.06 1.29 1.16 0.3027
H 0.65 1.79 -0.50 0.2569

13
Properties=species:S:1:pos:R:3:nbo_charge:R:1 method="wB97M-V/def2-TZVPD" fmax_ev_per_a=2.174 lumo_ha=0.00909 orbital_gap_ev=9.35 homo_energy_ev=-9.10
C 2.28 0.25 -0.27 -0.2499
O 1.24 -0.58 -0.77 -0.5022
C 0.00 -0.29 -0.28 0.4092
C -0.48 -1.34 0.48 -0.0802
N -2.28 -0.30 0.56 -0.6432
C -1.82 0.82 0.08 0.2802
N -0.59 0.88 -0.46 -0.5778
H 2.16 1.27 -0.63 0.1939
H 3.21 -0.19 -0.65 0.1970
H 2.26 0.23 0.82 0.1815
H -0.40 -2.34 0.03 0.2129
H -3.21 -0.16 0.99 0.3947
H -2.38 1.76 0.10 0.1839

13
Properties=species:S:1:pos:R:3:nbo_charge:R:1 method="wB97M-V/def2-TZVPD" fmax_ev_per_a=0.376 lumo_ha="-0.01510 / -0.01509" orbital_gap_ev="8.36 / 8.36" homo_energy_ev="-8.77 / -8.77"
C -0.23 1.58 -1.10 -0.6566
C -0.14 0.40 -0.18 0.2118
C 0.12 0.61 1.27 0.0473
N 0.43 -0.28 2.12 -0.5371
C -0.68 -1.92 0.00 0.3764
O 0.14 -2.95 -0.15 -0.6577
N -0.36 -0.80 -0.59 -0.4598
H -1.18 1.56 -1.65 0.2390
H 0.58 1.57 -1.84 0.2381
H -0.17 2.52 -0.55 0.2214
H -0.05 1.62 1.64 0.1800
H 0.61 -1.19 1.69 0.3317
H 0.93 -2.73 -0.67 0.4655

13
Properties=species:S:1:pos:R:3:nbo_charge:R:1 method="wB97M-V/def2-TZVPD" fmax_ev_per_a=0.479 lumo_ha=0.03159 orbital_gap_ev=10.05 homo_energy_ev=-9.19
C -1.35 0.37 -0.30 -0.2870
O -0.92 -0.21 -1.60 -0.4798
C 0.21 -0.24 -0.88 0.4194
C 1.14 0.80 -0.60 -0.0691
N 1.52 0.69 0.65 -0.3711
C 0.84 -0.42 1.13 -0.0474
N 0.50 -1.25 0.02 -0.5761
H -1.58 1.43 -0.44 0.2044
H -0.50 0.21 0.96 0.1867
H -2.19 -0.23 0.06 0.1965
H 1.37 1.66 -1.22 0.2157
H 1.18 -0.87 2.06 0.2143
H -0.23 -1.94 0.17 0.3935

13
Properties=species:S:1:pos:R:3:nbo_charge:R:1 method="wB97M-V/def2-TZVPD" fmax_ev_per_a=1.376 lumo_ha=0.03554 orbital_gap_ev=9.10 smiles=COc1c[nH]cn1 homo_energy_ev=-8.13
C -2.11 -0.87 -0.55 -0.2527
O -1.45 -0.22 0.53 -0.4885
C -0.17 0.13 0.31 0.4185
C 0.60 0.98 1.08 -0.2285
N 1.86 0.86 0.53 -0.5108
C 1.78 0.07 -0.54 0.1878
N 0.56 -0.40 -0.71 -0.5204
H -2.18 -0.19 -1.41 0.1792
H -3.11 -1.13 -0.19 0.1906
H -1.59 -1.78 -0.87 0.1935
H 0.43 1.97 1.44 0.2190
H 2.69 1.19 1.01 0.4170
H 2.61 -0.05 -1.22 0.1953

13
Properties=species:S:1:pos:R:3:nbo_charge:R:1 method="wB97M-V/def2-TZVPD" fmax_ev_per_a=0.554 lumo_ha=0.02587 orbital_gap_ev=10.10 smiles="c1cn[nH]c1.C=O" homo_energy_ev=-9.39
C -2.36 -1.49 0.08 0.2793
O -1.55 -2.30 0.44 -0.5076
C 0.97 1.88 -0.01 -0.0627
N 1.81 1.45 -0.94 -0.2662
N 1.77 0.11 -0.82 -0.3339
C 0.93 -0.31 0.15 -0.0575
C 0.38 0.82 0.71 -0.3676
H -3.44 -1.74 -0.01 0.1092
H -2.08 -0.45 -0.17 0.1213
H 0.81 2.95 0.11 0.2080
H 2.34 -0.45 -1.43 0.4072
H 0.76 -1.36 0.36 0.2420
H -0.33 0.87 1.53 0.2284

13
Properties=species:S:1:pos:R:3:nbo_charge:R:1 method="wB97M-V/def2-TZVPD" fmax_ev_per_a=0.437 lumo_ha=0.03585 orbital_gap_ev=9.20 smiles="[H]/N=C/N1C=C1OC" homo_energy_ev=-8.23
C -2.34 0.04 -0.17 -0.2522
O -1.11 -0.70 -0.13 -0.4498
C -0.08 0.05 -0.39 0.4865
C 0.48 1.19 -0.63 -0.2377
N 1.31 -0.10 -0.78 -0.4660
C 2.11 -0.48 0.31 0.2674
N 1.57 -1.13 1.25 -0.6637
H -2.30 0.87 0.55 0.1893
H -3.14 -0.65 0.09 0.2049
H -2.49 0.44 -1.17 0.1862
H 0.55 2.16 -1.08 0.2355
H 3.18 -0.23 0.22 0.1567
H 2.26 -1.44 1.93 0.3429

13
Properties=species:S:1:pos:R:3:nbo_charge:R:1 method="wB97M-V/def2-TZVPD" fmax_ev_per_a=4.992 lumo_ha=0.00910 orbital_gap_ev=8.39 smiles="CC(N)=C=NC=O" homo_energy_ev=-8.14
C 0.59 0.10 0.88 0.3462
C 2.53 -0.31 -0.10 0.5216
C -1.65 -0.87 0.15 -0.6391
C -0.54 0.19 0.14 0.0751
N 1.77 -0.25 0.98 -0.5193
N -0.93 1.48 -0.24 -0.7856
O 2.49 0.40 -1.07 -0.5621
H 3.45 -1.00 0.07 0.1067
H -2.38 -0.75 -0.69 0.2275
H -2.14 -0.65 1.13 0.2387
H -1.38 -1.85 0.34 0.2341
H -1.63 1.45 -1.08 0.3741
H -0.21 2.06 -0.51 0.3821

13
Properties=species:S:1:pos:R:3:nbo_charge:R:1 method="wB97M-V/def2-TZVPD" fmax_ev_per_a=1.118 lumo_ha=0.01769 orbital_gap_ev=11.40 homo_energy_ev=-10.91
C 0.99 1.53 -1.17 -0.6289
C -0.10 0.88 -0.35 -0.0732
O 0.36 -0.44 0.01 -0.4870
C -0.53 -1.24 0.60 0.4765
N -1.78 -1.20 0.44 -0.6351
C 0.16 -2.14 1.53 0.1939
N 0.66 -2.79 2.35 -0.2581
H 0.96 1.21 -2.21 0.2155
H 0.88 2.62 -1.14 0.2198
H 1.97 1.28 -0.76 0.2240
H -1.05 0.81 -0.88 0.2048
H -0.27 1.41 0.59 0.1824
H -2.26 -1.90 0.99 0.3654

13
Properties=species:S:1:pos:R:3:nbo_charge:R:1 method="wB97M-V/def2-TZVPD" fmax_ev_per_a=1.124 lumo_ha=0.02525 orbital_gap_ev=11.32 smiles="[H]/N=C/OCCC#N" homo_energy_ev=-10.63
N -2.03 0.64 -1.04 -0.6372
C -1.62 0.41 0.13 0.3902
O -1.09 -0.78 0.50 -0.5329
C 0.16 -1.14 -0.08 -0.0533
C 1.30 -0.31 0.54 -0.5507
C 1.71 0.84 -0.27 0.2767
N 2.04 1.73 -0.92 -0.3165
H -2.40 1.59 -1.07 0.3513
H -1.65 1.11 0.97 0.1436
H 0.13 -1.03 -1.17 0.2080
H 0.30 -2.19 0.16 0.2039
H 0.96 0.05 1.53 0.2592
H 2.19 -0.93 0.72 0.2577

13
Properties=species:S:1:pos:R:3:nbo_charge:R:1 method="wB97M-V/def2-TZVPD" fmax_ev_per_a=0.294 lumo_ha=0.03379 orbital_gap_ev=8.29 smiles=Nc1cc[nH]c1O homo_energy_ev=-7.37
N -1.92 0.52 0.14 -0.8421
C -0.51 0.32 0.11 -0.0290
C 0.02 -0.93 -0.06 0.3983
O -0.61 -2.12 -0.26 -0.6694
N 1.37 -0.86 -0.07 -0.5283
C 1.74 0.46 0.11 -0.0910
C 0.60 1.21 0.22 -0.3154
H -2.31 0.48 -0.80 0.3610
H -2.16 1.43 0.51 0.3729
H -1.56 -1.91 -0.21 0.4954
H 1.99 -1.64 -0.20 0.4170
H 2.79 0.75 0.14 0.2115
H 0.56 2.28 0.37 0.2194

13
Properties=species:S:1:pos:R:3:nbo_charge:R:1 method="wB97M-V/def2-TZVPD" fmax_ev_per_a=2.468 lumo_ha="0.02007 / 0.02007" orbital_gap_ev="6.12 / 6.12" homo_energy_ev="-5.57 / -5.57"
N 1.01 0.74 -0.86 -0.5630
C -0.17 0.57 -0.19 0.5003
C -0.47 -0.86 -0.08 0.1336
N -0.99 1.57 0.22 -0.7646
C 1.67 -0.25 0.08 -0.4669
C 0.74 -1.42 0.09 -0.1978
O -1.74 -1.34 -0.26 -0.6867
H -1.74 -2.29 -0.13 0.4899
H 1.41 1.67 -0.85 0.3729
H -0.76 2.54 0.03 0.4079
H -1.85 1.31 0.67 0.4154
H 1.87 0.21 1.05 0.1502
H 1.01 -2.46 0.21 0.2089

13
Properties=species:S:1:pos:R:3:nbo_charge:R:1 method="wB97M-V/def2-TZVPD" fmax_ev_per_a=0.513 lumo_ha=0.03610 orbital_gap_ev=10.99 smiles="[H]/N=C/[C@@H]1N=C1OC" homo_energy_ev=-10.01
C 0.70 2.44 -0.19 -0.2608
O 0.98 1.17 0.43 -0.4605
C -0.05 0.36 0.39 0.5222
N -1.24 0.27 0.01 -0.3750
N -0.13 -2.16 -1.24 -0.5989
C -0.33 -2.17 0.01 0.1054
C -0.59 -0.91 0.77 -0.2089
H 1.51 3.11 0.12 0.2012
H 0.68 2.33 -1.28 0.1969
H -0.26 2.82 0.16 0.1965
H 0.00 -3.12 -1.59 0.3389
H -0.34 -3.08 0.62 0.1542
H -0.94 -1.06 1.80 0.1889

13
Properties=species:S:1:pos:R:3:nbo_charge:R:1 method="wB97M-V/def2-TZVPD" fmax_ev_per_a=0.773 lumo_ha=0.02981 orbital_gap_ev=9.91 smiles="[H]/N=C/C(=C)/N=C/O" homo_energy_ev=-9.10
C 1.87 0.53 0.02 -0.4113
C 0.71 0.27 -0.58 0.0897
C 0.27 -1.15 -0.76 0.1091
N -0.92 -1.37 -0.36 -0.6246
C -0.98 0.75 0.56 0.4707
O -2.23 1.01 0.92 -0.6556
N -0.40 1.13 -0.51 -0.5677
H 2.01 1.50 0.50 0.2128
H 2.64 -0.22 0.15 0.2007
H -0.40 0.24 1.35 0.1495
H 0.98 -1.93 -1.05 0.1777
H -1.20 -2.32 -0.22 0.3604
H -2.60 1.57 0.23 0.4888

13
Properties=species:S:1:pos:R:3:nbo_charge:R:1 method="wB97M-V/def2-TZVPD" fmax_ev_per_a=8.899 lumo_ha=0.03373 orbital_gap_ev=9.43 smiles="N[C@@H]1[C@H]2C=NO[C@@H]12" homo_energy_ev=-8.51
C 0.88 0.00 -0.45 -0.0421
C 0.10 -0.59 0.53 0.0034
C -1.21 1.06 -0.13 0.0143
C -0.03 0.77 0.61 -0.3200
H 2.82 -0.64 -0.60 0.3371
H 2.76 0.12 0.79 0.3408
H 0.59 -0.22 -1.51 0.2351
H 0.61 -1.16 1.26 0.2060
H -1.72 1.94 -0.06 0.2147
H 0.53 1.37 1.28 0.2464
N 2.42 0.11 -0.30 -0.8004
N -1.74 -0.11 -0.52 -0.1122
O -1.10 -1.12 0.15 -0.3232